# 1
Formula: C17H25NO4
Source: OMol25
Level of theory: ωB97M-V with the def2-TZVPD basis set

Last column: natural (NBO) charge in e.
Cartesian coordinates (Å):
C -7.1179 -1.5505 -0.5148  -0.555
C -5.8650 -1.3514 0.3758  -0.333
C -5.7294 0.1951 0.8327  -0.435
C -5.4386 1.0762 -0.2516  -0.450
C -4.0239 0.7705 -0.8412  -0.045
O -3.2608 1.1645 0.4578  -0.500
C -1.9549 1.0487 0.4198  0.395
C -1.2329 0.8379 -1.0462  -0.238
C 0.1170 0.7917 -1.0592  -0.180
C 0.9675 1.0306 0.1492  -0.180
C 0.2110 1.6571 1.3470  -0.056
C -1.2072 1.5949 1.2789  -0.357
H -1.5983 1.6031 2.1697  0.211
H 0.8851 1.8059 2.2279  0.257
C 2.4013 1.0473 0.0414  0.603
O 3.0024 1.7275 1.0468  -0.703
N 3.0464 0.0773 -0.6695  -0.579
H 2.4304 -0.4849 -1.1590  0.398
C 4.5546 0.1763 -0.7705  -0.124
C 4.8437 -1.0712 0.2827  -0.347
C 6.2637 -1.5597 -0.1978  -0.416
C 6.5806 -2.6545 0.9105  -0.623
H 6.6124 -2.3819 1.8649  0.215
H 7.6610 -2.9983 0.7249  0.188
H 6.0451 -3.4277 0.3122  0.215
H 7.0619 -0.6981 0.0958  0.213
H 6.4281 -2.0023 -1.1652  0.203
H 4.8109 -0.6647 1.1798  0.216
H 4.1143 -1.9897 0.0849  0.192
H 4.8150 -0.1194 -1.6715  0.200
C 5.1073 1.4845 -0.2741  0.808
O 5.8736 1.4361 0.5300  -0.562
O 4.8297 2.4234 -1.0347  -0.610
H 5.1546 3.0788 -0.7324  0.459
H 0.6163 0.4488 -1.8956  0.190
H -1.7273 0.7857 -1.7798  0.151
H -3.8384 -0.0708 -1.2062  0.180
H -3.8490 1.6582 -1.2535  0.208
H -5.6224 2.1615 0.1928  0.234
H -6.2655 1.1434 -0.9955  0.229
H -6.7640 0.3385 1.4470  0.209
H -5.2779 0.2233 1.8905  0.246
H -5.1827 -1.7119 -0.0518  0.142
H -6.2338 -2.1156 1.2811  0.190
H -7.1028 -0.9548 -1.6026  0.169
H -7.9469 -1.2631 -0.1799  0.174
H -7.1942 -2.7163 -0.7912  0.200

The energy above the lowest of the compared OMol25 structures with the same formula, charge and spin comes out at 1528.0 kJ/mol. As for the SMILES: CCCCCOc1ccc(C(=O)N[C@H](CCC)C(=O)O)cc1. As for the HOMO-LUMO gap: 8.22 eV. The LUMO energy is 0.1258 eV. The value obtained for the maximum force is 16.82 eV/Å. As for the total energy: -27700.407 eV.

---

# 2
Formula: C6H11NO2S
Source: OMol25
Level of theory: ωB97M-V with the def2-TZVPD basis set

Last column: natural (NBO) charge in e.
Cartesian coordinates (Å):
C -2.9646 1.6995 -0.1991  -0.344
C -2.2336 0.7490 -0.8560  -0.535
C -0.3866 -0.8736 0.6372  -0.623
C 0.7651 -1.0287 -0.4174  -0.245
C 3.1792 -0.2371 -0.2808  -0.261
C 2.5400 0.7193 0.6726  -0.252
H -3.2799 2.7793 -0.4142  0.230
H -3.2143 1.2593 1.0076  0.259
H -2.0121 0.8691 -1.8654  0.242
H -0.4451 -1.6233 1.3774  0.235
H -0.0258 0.0524 1.1847  0.241
H 0.8448 -1.9076 -1.2301  0.237
H 0.4173 -0.2710 -1.1067  0.179
H 3.0399 0.3047 -1.2241  0.165
H 4.1883 -0.8206 -0.5039  0.207
H 2.1622 1.5075 0.2083  0.191
H 3.0393 0.7630 1.6520  0.213
N 2.0770 -0.7342 0.4213  -0.394
O -2.9838 -0.5255 1.4221  -0.903
O -2.4900 -1.9294 -0.6847  -0.919
S -2.2173 -0.7521 0.1993  2.077

The energy above the lowest of the compared OMol25 structures with the same formula, charge and spin comes out at 558.7 kJ/mol. As for the SMILES: C=CS(=O)(=O)CCN1CC1. As for the HOMO-LUMO gap: 10.67 eV. The LUMO energy is 0.6361 eV. The value obtained for the maximum force is 7.17 eV/Å. As for the total energy: -22814.332 eV.

---

# 3
Formula: HINO
Source: OMol25
Level of theory: ωB97M-V with the def2-TZVPD basis set

Last column: natural (NBO) charge in e.
Cartesian coordinates (Å):
N 0.0344 0.8880 -0.2757  -0.787
O 1.2262 -0.9324 0.0948  -0.735
I -1.8001 0.3771 0.0350  0.153
H 0.5395 -0.3327 0.1459  0.369

The energy above the lowest of the compared OMol25 structures with the same formula, charge and spin comes out at 438.9 kJ/mol. As for the charge: -1. As for the HOMO-LUMO gap (spin up / spin down): 6.53 / 6.34 eV. The LUMO energy (spin up / spin down) is 3.4789 / 3.5384 eV. The value obtained for the maximum force is 6.67 eV/Å. As for the total energy: -11649.609 eV.

---

# 4
Formula: C4H12N3O
Source: OMol25
Level of theory: ωB97M-V with the def2-TZVPD basis set

Last column: natural (NBO) charge in e.
Cartesian coordinates (Å):
C 1.3834 0.1121 -0.1622  -0.244
N 0.8050 -1.0073 0.6219  -0.734
C 0.3454 -2.2158 -0.3021  0.154
O 1.2174 -2.3791 -1.2778  -0.925
C 0.2040 0.6673 -1.0528  -0.240
N -0.7060 1.6968 -0.6683  -0.649
C -1.6310 1.2777 0.3443  -0.056
N -1.0017 0.7692 1.6423  -0.901
H 2.2181 0.0025 -0.9023  0.195
H 1.6448 0.9061 0.5660  0.151
H 1.6307 -1.3298 1.2386  0.338
H -0.7857 -1.9959 -0.5782  0.056
H 0.3245 -3.1797 0.4201  0.062
H -0.5156 -0.2471 -1.2873  0.215
H 0.6868 1.0019 -1.9949  0.177
H -0.2336 2.5956 -0.3500  0.331
H -2.3033 0.4403 -0.1708  0.163
H -2.3380 2.0198 0.6611  0.168
H -0.8092 -0.2488 1.5075  0.406
H -0.1359 1.1145 1.7448  0.332

The energy above the lowest of the compared OMol25 structures with the same formula, charge and spin comes out at 309.0 kJ/mol. As for the SMILES: NCNCCNC[O-]. As for the charge: -1. As for the HOMO-LUMO gap: 6.98 eV. The LUMO energy is 4.0829 eV. The value obtained for the maximum force is 5.93 eV/Å. As for the total energy: -10858.416 eV.

---

# 5
Formula: C2H7NO2
Source: OMol25
Level of theory: ωB97M-V with the def2-TZVPD basis set

Last column: natural (NBO) charge in e.
Cartesian coordinates (Å):
C 2.1455 0.0171 0.2569  0.544
N 1.6735 -0.6549 -0.8891  -0.651
C 0.2395 -0.5221 -1.1613  -0.419
O 3.2112 0.5586 0.3120  -0.571
H 1.3361 0.0802 1.0487  0.097
H 2.3537 -0.6250 -1.6363  0.394
H -0.3381 -1.2616 -0.5963  0.199
H 0.0992 -0.6640 -2.2244  0.218
H -0.0184 0.5178 -0.8476  0.189
H -3.4361 0.3306 1.2808  0.473
H -3.3189 1.3350 2.5528  0.478
O -3.9472 0.8883 1.9038  -0.951

The energy above the lowest of the compared OMol25 structures with the same formula, charge and spin comes out at 132.0 kJ/mol. As for the SMILES: CNC=O.O. As for the HOMO-LUMO gap: 10.26 eV. The LUMO energy is 0.4031 eV. The value obtained for the maximum force is 2.20 eV/Å. As for the total energy: -7772.158 eV.

---

# 6
Formula: C2H2S2
Source: OMol25
Level of theory: ωB97M-V with the def2-TZVPD basis set

Last column: natural (NBO) charge in e.
Cartesian coordinates (Å):
C 1.5712 -1.4687 0.0433  -0.273
C -1.1684 0.6942 0.0323  -0.536
S 2.9011 -0.7787 -0.1873  0.199
S -0.4114 -0.4804 -0.7087  0.230
H -2.2819 0.5692 0.4503  0.203
H -0.6106 1.4643 0.3701  0.177

The energy above the lowest of the compared OMol25 structures with the same formula, charge and spin comes out at 280.1 kJ/mol. As for the HOMO-LUMO gap: 7.79 eV. The LUMO energy is -0.7480 eV. The value obtained for the maximum force is 4.78 eV/Å. As for the total energy: -23772.712 eV.

---

Which of these has the highest maximum force?
C17H25NO4